No. 1
21
Properties=species:S:1:pos:R:3:forces:R:3 method="wB97M-V/def2-TZVPD" multiplicity=2 molar_mass_g_mol=172.7 e_homo_ha="0.0015 / -0.1501" total_charge=-1 s_squared=0.75 total_energy_ev=-55037.402 orbital_gap_ev="3.521 / 7.549"
C -1.295022 -1.560502 1.174714 0.59 -0.51 0.33
Cu 0.914571 -0.462078 -0.773256 -0.23 -0.10 0.34
N 0.567758 1.154439 -2.055413 0.15 0.61 -0.40
N 0.518821 -2.146069 -1.685962 0.06 -0.35 0.15
H 1.426425 1.709090 -2.013569 -0.33 -0.06 0.01
H -1.679573 -0.964501 0.340693 0.11 -0.09 0.26
H -1.592464 -1.161356 2.155689 -0.09 -0.09 -0.39
H -0.190039 -1.592449 1.150261 -0.55 0.30 -0.05
H -1.617113 -2.605098 1.073646 -0.22 0.29 0.03
H 1.376534 -2.437853 -2.152028 0.13 -0.05 -0.35
H -0.180255 -2.019610 -2.422607 -0.03 0.10 -0.28
H 0.210629 -2.973516 -1.172124 -0.05 -0.05 0.21
H 0.434440 0.850689 -3.015932 -0.02 0.01 -0.02
H -0.222751 1.741382 -1.792177 0.18 -0.07 -0.05
C -0.429493 2.003207 1.578656 -0.65 0.17 -0.09
C 0.995611 1.517384 1.629909 2.19 -1.71 -0.39
O 1.759881 1.999497 2.479445 -0.63 -0.03 -0.48
O 1.386104 0.559827 0.798387 -0.91 1.83 1.53
H -0.591365 2.823385 2.285996 0.21 -0.13 -0.15
H -1.132043 1.202524 1.846268 0.22 0.08 -0.28
H -0.660657 2.361609 0.569405 -0.12 -0.16 0.09


No. 2
7
Properties=species:S:1:pos:R:3:forces:R:3 method="wB97M-V/def2-TZVPD" molar_mass_g_mol=92.3 e_homo_ha=-0.3260 total_energy_ev=-26654.483 orbital_gap_ev=9.286
Si -0.252876 0.825470 -0.723282 1.30 -1.97 1.38
Si -0.216348 -0.957352 0.712828 0.85 1.13 -0.80
S 1.624967 -0.094386 -0.041032 -0.41 1.08 -0.03
H -0.152252 0.940716 -2.107554 -0.32 -0.11 -1.79
H -0.735127 2.014884 -0.148537 -0.31 1.32 0.71
H -0.329986 -0.437948 2.099905 -0.34 -0.76 0.04
H 0.061622 -2.291384 0.207673 -0.76 -0.68 0.50


No. 3
77
Properties=species:S:1:pos:R:3:forces:R:3 method="wB97M-V/def2-TZVPD" multiplicity=2 molar_mass_g_mol=851.9 e_homo_ha="-0.6280 / -0.6280" total_charge=+3 s_squared=0.76 total_energy_ev=-89413.223 orbital_gap_ev="6.015 / 5.841"
Re 0.447855 0.357529 1.167314 0.22 0.95 -0.15
O 3.480625 0.406445 0.095030 -0.24 -0.06 -0.22
S 2.186761 -0.048186 -0.396537 0.08 0.18 0.55
C 1.832583 0.738595 -1.939480 0.12 -0.11 -0.27
C 2.584028 0.445370 -3.069304 -0.07 0.09 0.06
C 2.341607 1.173442 -4.227522 0.02 0.00 -0.04
C 1.375873 2.172290 -4.249135 0.00 -0.01 0.00
C 0.635603 2.463867 -3.110437 -0.01 -0.03 0.02
C 0.872224 1.746080 -1.942030 -0.02 0.09 -0.10
P -0.038579 2.073931 -0.439337 -0.24 -0.50 -0.15
C -1.682167 2.644477 -0.772503 0.00 0.27 0.05
C -2.674455 1.796732 -1.267389 -0.03 -0.18 -0.06
C -3.914205 2.316961 -1.592421 0.04 0.01 -0.01
C -4.161062 3.677219 -1.442967 -0.03 0.00 0.00
C -3.169455 4.527219 -0.969419 0.03 -0.02 0.02
C -1.928369 4.018170 -0.625444 -0.06 -0.01 0.03
C 0.803049 3.138824 0.690048 0.18 -0.09 0.09
C 2.160028 3.451084 0.497679 0.02 0.06 0.09
C 2.830860 4.148713 1.479003 -0.04 -0.05 -0.05
C 2.170258 4.502883 2.657735 0.03 0.03 0.02
C 0.830841 4.188770 2.857976 -0.02 0.00 -0.02
C 0.135896 3.506894 1.876422 -0.08 0.04 0.08
C 2.278639 -1.795516 -0.630141 0.22 -0.13 -0.08
C 3.488009 -2.287412 -1.113685 -0.11 -0.04 0.04
C 3.659729 -3.659825 -1.203691 0.00 -0.03 -0.01
C 2.652586 -4.513425 -0.775917 0.01 0.00 -0.01
C 1.463463 -4.012504 -0.260960 0.02 0.01 0.03
C 1.253725 -2.638197 -0.182766 0.03 0.08 -0.22
P -0.284927 -1.893735 0.420300 0.53 0.33 0.62
C -1.126173 -2.956922 1.575728 -0.06 -0.27 -0.03
C -1.480484 -4.243102 1.132864 -0.12 0.09 -0.03
C -2.172367 -5.095793 1.971400 0.02 0.00 0.02
C -2.540320 -4.672252 3.245091 -0.01 0.01 0.01
C -2.227976 -3.391085 3.672367 0.04 -0.03 -0.05
C -1.515724 -2.532361 2.844743 -0.02 -0.01 0.11
C -1.380607 -1.634389 -0.975842 -0.18 0.08 0.01
C -2.760540 -1.766009 -0.758998 0.01 0.04 -0.06
C -3.634242 -1.653930 -1.828691 0.01 0.03 0.04
C -3.144846 -1.386332 -3.101330 -0.01 -0.01 -0.04
C -1.777861 -1.240919 -3.316991 0.00 -0.01 -0.01
C -0.892656 -1.365742 -2.260438 0.01 -0.05 -0.05
H 3.344217 -0.323172 -3.062051 -0.01 -0.02 0.01
H 2.911438 0.958074 -5.121694 0.01 -0.01 0.01
H 1.199187 2.728005 -5.160311 0.00 0.01 0.01
H -0.117869 3.241279 -3.135719 -0.01 0.00 0.02
H -2.486998 0.739373 -1.413902 0.05 0.07 0.05
H -4.688496 1.663043 -1.970190 -0.01 0.01 0.01
H -5.132627 4.078589 -1.699238 0.00 0.00 -0.01
H -3.361668 5.586278 -0.865362 -0.01 0.00 0.00
H -1.163756 4.686858 -0.250569 0.00 -0.01 -0.03
H 2.673913 3.151523 -0.406729 0.00 0.03 -0.01
H 3.867631 4.421108 1.336537 0.00 0.00 0.01
H 2.709444 5.043858 3.424859 0.00 0.00 0.00
H 0.332506 4.484390 3.770971 0.00 -0.01 0.00
H -0.918829 3.288436 2.012261 0.03 -0.01 -0.03
H 4.298871 -1.616883 -1.365920 -0.01 0.03 0.01
H 4.589887 -4.063087 -1.580742 0.01 0.01 0.01
H 2.799681 -5.584232 -0.823008 0.00 0.00 0.00
H 0.721889 -4.706904 0.103459 0.05 0.03 -0.01
H -1.260849 -4.565411 0.122259 -0.05 0.02 0.02
H -2.435454 -6.088132 1.631141 -0.01 0.01 -0.01
H -3.086978 -5.340625 3.896879 0.00 0.00 0.00
H -2.538763 -3.053770 4.651657 0.01 0.00 0.00
H -1.289640 -1.542267 3.206099 0.05 0.06 -0.05
H -3.147716 -1.986573 0.226853 0.01 -0.01 0.03
H -4.696182 -1.787598 -1.671607 0.00 0.00 0.01
H -3.830964 -1.307293 -3.934619 0.01 -0.01 -0.01
H -1.405177 -1.062624 -4.316781 0.01 0.01 0.01
H 0.170324 -1.308140 -2.455799 0.02 -0.01 0.03
C 2.362714 -0.781074 4.207730 0.11 -0.08 0.15
S 1.463084 0.632543 3.733757 -0.88 -0.28 -1.18
O 1.958450 1.034517 2.303051 0.29 -0.53 0.29
O 1.470198 1.622425 4.729215 0.07 0.20 -0.12
O 0.089474 0.174802 3.201905 -0.01 -0.25 0.55
H 3.384858 -0.447462 4.393987 -0.01 -0.03 0.03
H 2.328782 -1.531796 3.421511 -0.02 0.03 -0.02
H 1.908153 -1.145950 5.129814 0.04 0.00 0.01


No. 4
105
Properties=species:S:1:pos:R:3:forces:R:3 method="wB97M-V/def2-TZVPD" molar_mass_g_mol=1073.9 e_homo_ha=-0.3536 total_charge=+1 total_energy_ev=-144504.343 orbital_gap_ev=7.548
Bi -0.060883 0.223390 0.946827 -0.01 0.33 0.18
C 1.187358 -3.794916 -3.837445 0.00 -0.11 -0.06
N 0.687387 -2.504988 -3.397327 0.04 -0.11 0.01
C 0.648440 -2.054151 -2.112201 0.05 0.06 0.05
N 0.179843 -0.824736 -2.065616 -0.04 0.16 0.26
C -0.099747 -0.452827 -3.349940 0.05 -0.31 0.06
C 0.209609 -1.498595 -4.200164 0.03 0.08 0.09
C 0.155437 -1.603817 -5.665435 0.03 -0.09 -0.08
C -0.545596 -2.639034 -6.282601 -0.02 0.07 0.01
C -0.584106 -2.731383 -7.665282 0.00 -0.03 -0.01
C 0.082624 -1.795347 -8.441639 -0.03 0.02 -0.03
C 0.779462 -0.760195 -7.834168 0.00 0.03 -0.02
C 0.814217 -0.660821 -6.453022 0.02 -0.05 0.05
C -0.663929 0.862120 -3.683462 -0.07 0.12 -0.05
C -0.280307 1.993665 -2.964873 0.07 -0.12 -0.05
C -0.822231 3.232903 -3.263413 0.00 0.04 0.03
C -1.748103 3.358744 -4.288207 -0.04 0.02 -0.01
C -2.131023 2.239331 -5.012982 -0.01 0.02 -0.03
C -1.593935 0.998080 -4.714309 0.04 -0.02 0.08
P 1.210806 -3.033320 -0.674276 -0.14 0.33 -0.01
C 2.305359 -1.775297 0.076179 -0.11 0.10 -0.11
N 2.075247 -0.477858 0.262115 0.34 -0.12 -0.37
C 3.266264 0.117510 0.601832 0.13 -0.37 0.11
C 4.235129 -0.864203 0.636368 -0.17 0.32 0.06
N 3.609923 -2.037528 0.310954 -0.05 -0.05 -0.04
C 4.256111 -3.338350 0.243363 0.07 -0.15 -0.10
C 5.660756 -0.766206 0.985520 0.05 -0.02 -0.01
C 6.027056 -0.347195 2.261721 0.02 -0.08 0.00
C 7.368084 -0.232555 2.591666 0.01 0.03 0.04
C 8.347386 -0.518873 1.651032 -0.01 0.04 0.02
C 7.985497 -0.925808 0.375031 0.02 -0.05 -0.07
C 6.646094 -1.054489 0.042741 -0.06 0.01 0.07
C 3.478111 1.555727 0.841731 0.07 0.13 -0.04
C 4.614221 2.165286 0.301532 -0.12 -0.04 -0.06
C 4.855624 3.513340 0.501454 0.05 -0.05 -0.03
C 3.968551 4.281893 1.242126 0.01 0.05 0.01
C 2.847628 3.685425 1.795090 -0.04 0.02 -0.02
C 2.610339 2.332701 1.603149 0.01 -0.03 -0.02
C -0.313140 -2.932065 0.327876 0.02 0.06 -0.13
N -1.037864 -1.856463 0.612075 -0.23 -0.31 -0.33
C -2.216740 -2.272466 1.177685 0.13 -0.39 0.07
C -2.189602 -3.649896 1.241122 -0.12 0.38 0.09
N -0.988765 -4.038996 0.710365 0.06 0.01 -0.04
C -0.524189 -5.412762 0.610935 0.07 -0.18 -0.08
C -3.183975 -4.566008 1.818600 -0.04 -0.04 0.03
C -3.830369 -5.519846 1.035268 0.05 0.04 0.03
C -4.801348 -6.336330 1.593969 0.01 -0.05 -0.05
C -5.124599 -6.211246 2.937224 -0.01 0.03 0.03
C -4.480599 -5.263867 3.720607 -0.02 0.02 0.04
C -3.518792 -4.436141 3.164809 0.04 -0.08 -0.02
C -3.324833 -1.395775 1.594282 -0.11 0.05 0.00
C -3.127471 -0.253680 2.366415 0.01 -0.02 0.00
C -4.200197 0.551690 2.719811 0.02 0.03 -0.01
C -5.484171 0.219832 2.321380 -0.05 0.03 0.01
C -5.696748 -0.936595 1.583430 0.03 -0.06 -0.02
C -4.627175 -1.738325 1.223304 0.07 0.05 -0.07
H 1.945611 -4.142976 -3.140342 0.00 0.00 -0.02
H 0.386176 -4.532754 -3.882608 0.00 0.01 -0.02
H 1.628573 -3.696370 -4.825866 0.00 0.03 0.00
H -1.085912 -3.357667 -5.677831 0.01 -0.01 0.00
H -1.138956 -3.531085 -8.137917 0.00 0.00 0.01
H 0.049796 -1.866366 -9.520697 0.01 -0.01 0.00
H 1.298564 -0.028761 -8.439288 -0.01 0.01 0.01
H 1.352067 0.147249 -5.973176 0.00 0.00 -0.01
H 0.473017 1.896018 -2.193524 -0.02 -0.01 0.09
H -0.518465 4.104898 -2.698811 0.02 -0.01 0.00
H -2.171591 4.326804 -4.520724 0.00 0.00 0.00
H -2.855463 2.332805 -5.811437 0.00 0.00 0.00
H -1.901355 0.127202 -5.278079 -0.03 -0.01 0.00
H 5.139590 -3.323463 0.875046 -0.02 0.03 0.02
H 3.575697 -4.107612 0.597798 0.00 0.03 0.01
H 4.556507 -3.565431 -0.779823 0.01 -0.01 0.03
H 5.261217 -0.124215 2.994367 -0.02 0.01 -0.03
H 7.647837 0.079333 3.589223 0.01 0.02 -0.01
H 9.392168 -0.416631 1.912411 0.00 -0.02 -0.01
H 8.745270 -1.141278 -0.364703 0.01 0.00 0.01
H 6.355461 -1.359099 -0.956070 0.03 0.00 -0.01
H 5.304565 1.577579 -0.288285 0.01 0.01 -0.03
H 5.741299 3.960289 0.069236 -0.02 0.04 0.01
H 4.154918 5.337887 1.386565 0.00 -0.01 0.02
H 2.150319 4.261959 2.389624 0.02 0.03 -0.02
H 1.774661 1.883552 2.115095 -0.10 -0.12 0.10
H -1.039082 -6.012130 1.356536 -0.01 0.04 0.02
H -0.732776 -5.823139 -0.377191 0.00 0.01 0.02
H 0.545429 -5.452509 0.798527 -0.02 0.01 0.00
H -3.584564 -5.603476 -0.017106 -0.02 -0.02 -0.01
H -5.308777 -7.067329 0.978383 0.00 0.00 0.01
H -5.882457 -6.847069 3.375076 0.01 -0.02 -0.01
H -4.725991 -5.167384 4.769944 -0.02 0.00 -0.01
H -3.016070 -3.693966 3.772538 0.00 0.02 -0.02
H -2.148776 -0.018076 2.762000 0.09 -0.04 0.03
H -4.020647 1.433025 3.321811 -0.03 0.02 -0.03
H -6.318749 0.855466 2.586503 0.00 -0.02 0.03
H -6.696633 -1.219404 1.281933 -0.01 0.04 0.00
H -4.797007 -2.634240 0.640627 -0.01 0.01 -0.03
Se 0.642777 -0.729559 3.115622 0.04 0.07 0.45
C 0.533839 3.607556 5.705311 -0.04 -0.03 -0.03
C -0.323176 2.448398 5.183521 0.12 0.09 0.45
C -0.589254 2.508721 3.762857 -0.13 -0.04 -0.34
N -0.818946 2.501542 2.637211 0.03 0.16 -0.04
H 0.541321 3.574619 6.793051 0.04 0.01 0.00
H 0.127784 4.569966 5.397227 0.01 0.00 0.01
H 1.562013 3.528151 5.355881 -0.02 0.01 -0.06
H -1.287828 2.436826 5.695586 0.01 -0.07 -0.03
H 0.168766 1.488036 5.363526 -0.09 -0.03 -0.04